Entry 1:
8 unconnected molecules or ions with the total composition C58H126N6O10 at a distorted geometry. Source: OMol25; level of theory: ωB97M-V/def2-TZVPD.

## Properties
**Spin multiplicity**: 1
**Electronic energy**: -91591.252 eV
**Energy above the lowest of the compared OMol25 structures with the same formula, charge and spin**: 166.1 kcal/mol
**Frontier orbital gap**: 8.11 eV
**SMILES**: CC1(C)CCCC(C)(C)N1O.CC1(C)CCCC(C)(C)N1O.CC1(C)CCCC(C)(C)N1O.CC1(C)CCCC(C)(C)N1O.CC1(C)CCCC(C)(C)N1O.CC1(C)CCCC(C)(C)N1O.OCCO.OCCO
**HOMO level**: -8.093 eV

Last column: Löwdin charge in e.
Cartesian coordinates (Å):
C 19.384 16.852 18.398  -0.025
C 19.376 16.034 19.754  -0.459
C 19.458 17.008 20.987  -0.141
C 19.082 16.409 22.403  -0.161
C 17.781 15.596 22.351  -0.146
C 17.684 14.588 21.145  -0.431
N 18.081 15.276 19.864  -0.131
O 17.940 14.513 18.735  -0.025
C 18.681 13.388 21.457  -0.022
C 16.218 14.075 21.109  -0.043
C 20.712 15.280 19.909  -0.054
H 18.444 17.330 18.119  0.078
H 19.500 16.114 17.605  0.070
H 20.198 17.576 18.437  0.082
H 20.389 17.573 20.930  0.105
H 18.839 17.875 20.754  0.102
H 18.847 17.267 23.032  0.103
H 19.950 15.845 22.746  0.095
H 16.951 16.301 22.309  0.111
H 17.685 15.158 23.344  0.117
H 19.454 13.645 22.182  0.064
H 18.155 12.576 21.960  0.072
H 19.135 13.017 20.538  0.075
H 15.379 14.753 20.952  0.079
H 16.206 13.360 20.286  0.072
H 15.990 13.540 22.031  0.080
H 21.572 15.918 19.707  0.084
H 20.757 14.506 19.142  0.077
H 20.873 14.763 20.855  0.066
H 17.394 15.123 18.233  0.104
C 12.697 6.167 18.475  -0.023
C 13.299 6.965 19.655  -0.497
C 13.711 8.334 19.270  -0.166
C 12.522 9.222 18.993  -0.186
C 11.580 9.317 20.195  -0.126
C 11.237 7.965 20.901  -0.480
N 12.352 7.019 20.798  -0.150
O 12.114 5.842 21.427  0.009
C 11.068 8.344 22.362  -0.051
C 9.891 7.427 20.267  -0.024
C 14.581 6.267 20.164  -0.025
H 12.316 5.181 18.741  0.079
H 13.369 6.003 17.632  0.083
H 11.833 6.625 17.992  0.065
H 14.162 8.891 20.091  0.126
H 14.399 8.375 18.426  0.134
H 11.917 8.914 18.140  0.103
H 12.941 10.192 18.724  0.111
H 10.591 9.716 19.970  0.113
H 12.015 10.004 20.920  0.109
H 12.031 8.706 22.722  0.090
H 10.270 9.073 22.505  0.085
H 10.747 7.577 23.067  0.079
H 9.599 6.479 20.719  0.073
H 9.036 8.042 20.546  0.074
H 9.826 7.461 19.179  0.075
H 15.176 5.842 19.356  0.080
H 14.470 5.386 20.797  0.079
H 15.157 7.048 20.660  0.080
H 11.492 5.425 20.827  0.084
C 22.441 16.996 12.006  -0.038
C 22.600 18.335 11.226  -0.449
C 23.990 18.969 11.551  -0.121
C 24.276 20.046 10.469  -0.164
C 24.295 19.450 9.047  -0.143
C 23.039 18.677 8.682  -0.508
N 22.527 17.902 9.793  -0.156
O 21.485 17.164 9.396  0.000
C 21.955 19.617 8.015  -0.016
C 23.553 17.711 7.631  -0.056
C 21.466 19.361 11.585  -0.029
H 23.158 16.197 11.816  0.086
H 21.379 16.750 11.998  0.075
H 22.705 17.105 13.057  0.073
H 23.889 19.449 12.525  0.112
H 24.741 18.190 11.679  0.115
H 25.197 20.560 10.745  0.107
H 23.455 20.761 10.512  0.095
H 25.151 18.779 8.983  0.113
H 24.534 20.292 8.397  0.120
H 21.277 19.010 7.416  0.070
H 21.426 20.228 8.747  0.069
H 22.265 20.312 7.235  0.079
H 24.169 18.133 6.838  0.091
H 24.214 16.993 8.116  0.087
H 22.776 17.058 7.233  0.080
H 21.373 19.557 12.653  0.080
H 20.518 18.868 11.366  0.069
H 21.467 20.328 11.080  0.064
H 20.741 17.722 9.155  0.093
C 20.692 10.933 11.774  -0.009
C 21.281 9.722 12.607  -0.443
C 22.360 10.291 13.475  -0.170
C 21.730 11.021 14.681  -0.165
C 20.918 10.029 15.570  -0.131
C 19.846 9.330 14.760  -0.525
N 20.359 8.843 13.442  -0.098
O 19.356 8.314 12.691  -0.018
C 19.397 8.190 15.641  -0.052
C 18.652 10.285 14.684  -0.033
C 22.037 8.728 11.626  -0.035
H 19.692 10.709 11.404  0.068
H 21.388 11.269 11.005  0.087
H 20.402 11.777 12.399  0.065
H 23.020 9.536 13.903  0.120
H 23.045 10.976 12.976  0.126
H 21.218 11.941 14.398  0.096
H 22.592 11.332 15.271  0.104
H 20.385 10.547 16.367  0.122
H 21.652 9.335 15.979  0.120
H 18.717 7.495 15.150  0.081
H 20.171 7.491 15.958  0.082
H 18.897 8.586 16.525  0.087
H 18.994 11.297 14.466  0.076
H 17.916 9.914 13.970  0.082
H 18.105 10.468 15.609  0.086
H 22.622 9.330 10.931  0.072
H 21.481 7.987 11.053  0.070
H 22.778 8.049 12.048  0.073
H 18.953 9.089 12.294  0.073
C 13.527 16.629 11.977  -0.042
C 15.029 16.816 11.641  -0.513
C 15.501 15.537 10.950  -0.117
C 14.995 15.385 9.435  -0.143
C 15.438 16.644 8.696  -0.147
C 15.011 17.954 9.352  -0.549
N 15.368 17.966 10.803  -0.089
O 15.221 19.211 11.443  -0.014
C 15.653 18.983 8.604  -0.084
C 13.506 18.129 9.170  -0.027
C 15.748 16.906 13.021  -0.032
H 13.018 17.583 12.111  0.079
H 13.237 16.020 12.834  0.082
H 12.944 16.260 11.134  0.060
H 16.588 15.613 10.927  0.113
H 15.083 14.701 11.511  0.117
H 13.908 15.297 9.441  0.090
H 15.430 14.490 8.992  0.105
H 14.817 16.595 7.801  0.118
H 16.472 16.625 8.351  0.122
H 15.522 19.963 9.062  0.090
H 16.733 18.988 8.750  0.092
H 15.406 19.098 7.549  0.105
H 13.376 18.626 8.209  0.080
H 12.917 17.223 9.023  0.077
H 13.099 18.791 9.934  0.091
H 16.815 16.695 12.949  0.078
H 15.392 16.098 13.660  0.075
H 15.433 17.841 13.484  0.080
H 16.099 19.569 11.591  0.105
C 25.488 9.058 24.442  -0.044
C 24.527 8.928 23.297  -0.485
C 25.079 9.597 22.014  -0.137
C 24.343 9.131 20.733  -0.156
C 24.560 7.539 20.698  -0.115
C 23.754 6.848 21.839  -0.521
N 24.207 7.452 23.086  -0.126
O 23.578 6.819 24.131  -0.007
C 22.276 6.907 21.579  -0.033
C 24.326 5.389 21.883  -0.032
C 23.266 9.751 23.667  -0.045
H 25.220 8.550 25.369  0.085
H 25.600 10.110 24.703  0.088
H 26.348 8.524 24.038  0.088
H 24.835 10.657 21.939  0.113
H 26.151 9.437 21.898  0.116
H 24.817 9.577 19.858  0.100
H 23.289 9.384 20.621  0.097
H 25.626 7.366 20.850  0.109
H 24.299 7.233 19.684  0.110
H 22.067 6.664 20.537  0.093
H 21.738 6.118 22.104  0.081
H 21.797 7.824 21.924  0.080
H 25.412 5.340 21.957  0.080
H 23.898 4.801 22.694  0.075
H 24.145 4.861 20.947  0.078
H 23.513 10.740 24.054  0.080
H 22.698 9.290 24.476  0.077
H 22.643 9.897 22.784  0.068
H 22.654 7.065 24.049  0.083
C 28.325 7.488 10.803  -0.228
C 28.634 8.557 9.704  -0.246
O 29.837 8.232 9.068  -0.063
O 29.238 7.550 11.893  -0.078
H 28.595 6.491 10.454  0.114
H 27.268 7.514 11.070  0.109
H 28.789 9.527 10.176  0.115
H 27.788 8.630 9.021  0.109
H 30.233 8.961 8.584  0.087
H 29.081 6.836 12.516  0.081
C 21.657 3.649 13.045  -0.242
C 20.238 3.075 13.171  -0.279
O 19.187 3.789 12.591  -0.035
O 21.848 4.660 14.035  -0.058
H 21.863 3.945 12.016  0.117
H 22.328 2.811 13.230  0.117
H 20.223 2.824 14.231  0.118
H 20.176 2.134 12.623  0.117
H 19.456 4.698 12.739  0.070
H 21.149 5.293 13.855  0.064

Entry 2:
A single C16H12F2N4O4S molecule at a distorted geometry. Source: OMol25; level of theory: ωB97M-V/def2-TZVPD.

## Properties
**Spin multiplicity**: 1
**Electronic energy**: -47206.933 eV
**Energy above the lowest of the compared OMol25 structures with the same formula, charge and spin**: 2.5 kcal/mol
**Frontier orbital gap**: 9.08 eV
**SMILES**: O=C(CSc1nnc(CNC(=O)c2ccco2)o1)Nc1ccc(F)cc1F
**HOMO level**: -8.647 eV

Last column: natural (NBO) charge in e.
Cartesian coordinates (Å):
O -3.516 -1.099 -2.340  -0.589
C -3.380 -1.501 -1.212  0.690
N -3.404 -0.743 -0.089  -0.609
C -3.473 0.646 0.008  0.061
C -3.605 1.499 -1.084  -0.193
C -3.670 2.868 -0.900  -0.281
C -3.605 3.389 0.379  0.397
C -3.470 2.576 1.492  -0.341
C -3.406 1.216 1.282  0.389
F -3.272 0.390 2.347  -0.327
H -3.415 2.986 2.486  0.247
F -3.674 4.721 0.557  -0.319
H -3.772 3.533 -1.742  0.234
H -3.651 1.077 -2.074  0.263
H -3.300 -1.224 0.798  0.418
C -3.235 -3.002 -0.953  -0.613
H -2.695 -3.439 -1.792  0.266
H -4.228 -3.450 -0.899  0.257
S -2.407 -3.483 0.593  0.292
C -0.876 -2.749 0.293  0.276
N -0.550 -1.990 -0.706  -0.324
N 0.743 -1.655 -0.519  -0.294
C 1.138 -2.214 0.575  0.452
O 0.147 -2.939 1.155  -0.408
C 2.493 -2.153 1.179  -0.287
N 3.345 -1.246 0.461  -0.596
C 3.821 -0.120 1.063  0.632
O 3.692 0.098 2.252  -0.609
C 4.547 0.778 0.158  0.145
C 5.190 1.960 0.428  -0.224
C 5.714 2.411 -0.801  -0.320
C 5.354 1.477 -1.726  0.119
O 4.651 0.488 -1.162  -0.396
H 5.534 1.409 -2.782  0.207
H 6.279 3.304 -0.974  0.234
H 5.266 2.428 1.387  0.243
H 3.338 -1.295 -0.546  0.420
H 2.921 -3.164 1.197  0.220
H 2.431 -1.787 2.212  0.269

Entry 3:
2 unconnected molecules or ions with the total composition C6H12O. Source: OMol25; level of theory: ωB97M-V/def2-TZVPD.

## Properties
**Spin multiplicity**: 1
**Electronic energy**: -8463.312 eV
**Energy above the lowest of the compared OMol25 structures with the same formula, charge and spin**: 24.0 kcal/mol
**Frontier orbital gap**: 11.15 eV
**SMILES**: C1C[C@@H]2C[C@@H]2C1.O
**HOMO level**: -10.122 eV

Last column: natural (NBO) charge in e.
Cartesian coordinates (Å):
C 0.280 -0.782 -0.859  -0.424
C -0.219 -1.783 0.201  -0.390
C -0.743 -0.917 1.360  -0.408
C -1.280 0.345 0.683  -0.230
C -0.282 1.441 0.457  -0.438
C -0.591 0.460 -0.653  -0.238
O 2.619 1.521 -1.035  -0.941
H 0.154 -1.175 -1.874  0.216
H 1.794 1.441 -0.542  0.474
H 1.348 -0.566 -0.738  0.217
H 0.550 -2.498 0.514  0.209
H -1.055 -2.361 -0.214  0.198
H 0.072 -0.663 2.052  0.200
H -1.514 -1.430 1.943  0.218
H -2.329 0.605 0.798  0.221
H 0.653 1.372 1.014  0.204
H -0.650 2.457 0.339  0.225
H -1.131 0.861 -1.507  0.222
H 2.323 1.672 -1.939  0.466

Entry 4:
A molecular structure, C40H27Co2N2O7P at a distorted geometry. Source: OMol25; level of theory: ωB97M-V/def2-TZVPD.

## Properties
**Spin multiplicity**: 1
**Net charge**: -2
**Electronic energy**: -143769.567 eV
**Energy above the lowest of the compared OMol25 structures with the same formula, charge and spin**: 0.0 kcal/mol
**Frontier orbital gap**: 5.21 eV
**HOMO level**: -1.415 eV

Last column: Löwdin charge in e.
Cartesian coordinates (Å):
C -0.576 5.731 -1.093  -0.130
C -1.559 6.714 -1.085  -0.342
N -2.452 7.483 -1.077  0.054
C 0.793 6.042 -1.073  -0.255
C 1.782 4.995 -1.056  -0.048
C 3.126 5.285 -1.045  -0.022
C 3.548 6.637 -1.048  -0.215
N 4.933 6.939 -1.048  -0.380
O 5.292 8.138 -1.055  -0.038
O 5.766 6.005 -1.041  -0.030
C 2.610 7.692 -1.057  -0.027
C 1.263 7.405 -1.067  -0.049
H -0.892 4.690 -1.096  0.077
H 1.446 3.956 -1.049  0.090
H 3.887 4.508 -1.033  0.108
H 2.987 8.713 -1.057  0.104
H 0.549 8.230 -1.073  0.096
O -4.282 0.502 -2.234  0.130
C -3.419 0.169 -1.538  -0.119
Co -2.017 -0.408 -0.684  0.078
C -0.996 1.018 -0.840  -0.118
O -0.413 2.023 -0.855  0.113
C -2.690 -0.187 0.910  -0.156
O -3.096 0.065 1.966  0.099
C -1.883 -2.167 -1.043  -0.307
C -1.403 -1.346 -2.099  -0.350
C -1.290 -1.185 -3.458  -0.099
C -0.780 0.032 -4.053  -0.247
C -1.477 0.643 -5.125  -0.057
C -1.090 1.888 -5.599  -0.114
C 0.057 2.513 -5.081  -0.109
C 0.800 1.881 -4.073  -0.089
C 0.377 0.661 -3.556  -0.060
Co -0.056 -2.291 -0.746  -0.077
C 1.462 -1.416 -0.770  -0.207
O 2.500 -0.887 -0.726  0.066
C 0.361 -3.926 -1.226  -0.201
O 0.696 -5.028 -1.393  0.049
P -0.163 -2.729 1.376  1.059
C 0.130 -1.350 2.544  -0.322
C 0.095 -1.550 3.935  -0.106
C 0.307 -0.472 4.801  -0.092
C 0.588 0.798 4.284  -0.091
C 0.665 0.993 2.904  -0.060
C 0.433 -0.080 2.042  -0.094
C -1.777 -3.450 1.838  -0.335
C -2.584 -2.926 2.853  -0.090
C -3.872 -3.431 3.054  -0.085
C -4.353 -4.468 2.249  -0.104
C -3.531 -5.038 1.273  -0.087
C -2.244 -4.532 1.072  -0.117
C 1.000 -4.006 1.990  -0.314
C 0.590 -5.234 2.534  -0.082
C 1.526 -6.244 2.779  -0.096
C 2.883 -6.014 2.535  -0.110
C 3.310 -4.761 2.079  -0.087
C 2.373 -3.755 1.829  -0.079
H -2.613 -2.962 -1.056  0.065
H -1.758 -1.932 -4.111  0.104
H -2.354 0.129 -5.521  0.102
H -1.674 2.388 -6.374  0.089
H 0.369 3.493 -5.456  0.092
H 1.709 2.345 -3.685  0.102
H 0.956 0.139 -2.790  0.089
H -0.114 -2.543 4.335  0.107
H 0.248 -0.631 5.880  0.095
H 0.747 1.639 4.960  0.097
H 0.902 1.974 2.484  0.113
H 0.485 0.083 0.960  0.055
H -2.207 -2.140 3.501  0.085
H -4.497 -2.994 3.837  0.100
H -5.373 -4.831 2.383  0.092
H -3.882 -5.869 0.655  0.100
H -1.604 -4.980 0.307  0.103
H -0.460 -5.414 2.756  0.095
H 1.185 -7.213 3.149  0.095
H 3.609 -6.811 2.699  0.091
H 4.370 -4.567 1.904  0.100
H 2.712 -2.774 1.488  0.104

What is the formula in the first record?
C58H126N6O10